Record 1
Here is a structure of composition C8H7BiCl2IrN3O4 in a non-equilibrium geometry from the OMol25 dataset. Energies are from ωB97M-V with the def2-TZVPD basis set.

CARTESIAN COORDINATES (ANGSTROEM)
Bi (-0.004, 0.708, -3.795)
Ir (0.569, 1.157, -1.022)
Cl (-0.735, -0.818, -1.867)
Cl (-0.614, 2.831, -2.425)
C (1.575, 2.535, -0.329)
C (0.564, -1.022, -5.013)
C (0.657, 1.947, -5.492)
O (2.172, 3.453, 0.132)
O (0.884, -1.928, -5.650)
O (1.025, 2.584, -6.378)
C (-2.712, -0.411, 3.038)
N (-1.402, -0.580, 2.411)
C (-0.437, -1.394, 2.924)
C (0.789, -1.519, 2.324)
C (1.107, -0.816, 1.176)
N (0.193, -0.013, 0.676)
C (-1.144, 0.182, 1.219)
O (-1.968, 0.940, 0.719)
N (2.300, -0.867, 0.546)
H (-2.873, 0.628, 3.320)
H (-2.762, -1.021, 3.923)
H (-3.505, -0.715, 2.357)
H (-0.698, -1.922, 3.822)
H (1.524, -2.154, 2.751)
H (2.996, -1.433, 0.916)
H (2.500, -0.351, -0.281)

The HOMO-LUMO gap (alpha / beta) is 0.275 / 0.205 Ha. The multiplicity is 5. For the energy above the lowest of the compared OMol25 structures with the same formula, charge and spin, the calculation gives 32.4 kJ/mol. Its molar mass is 681.264 g/mol. The maximum force comes out at 9.6 eV/A. As for the charge: +4.

Record 2
Here is a structure of composition C8H7Br4Cl6CsF2LiN3O2S2 in a non-equilibrium geometry from the OMol25 dataset. Energies are from ωB97M-V with the def2-TZVPD basis set.

CARTESIAN COORDINATES (ANGSTROEM)
O (1.161, -0.828, 1.810)
S (1.043, -0.297, 0.418)
O (2.428, 0.113, -0.085)
F (0.539, -1.546, -0.666)
C (-0.074, 1.052, 0.213)
C (0.363, 2.475, 0.426)
Br (2.140, 2.973, 0.975)
C (-0.638, 3.601, 0.180)
C (-2.014, 3.342, -0.265)
C (-2.458, 1.887, -0.443)
N (-3.700, 1.431, -0.845)
S (-3.605, -0.245, -0.915)
N (-2.032, -0.517, -0.420)
C (-1.491, 0.732, -0.210)
H (-0.274, 4.646, 0.328)
H (-2.711, 4.198, -0.452)
Cl (1.864, 2.825, -1.573)
N (1.053, -0.750, 4.712)
H (2.008, -0.642, 5.059)
H (1.074, -0.893, 3.698)
H (0.588, -1.593, 5.186)
H (0.514, 0.087, 4.929)
F (-1.602, 5.484, -1.008)
Cs (3.185, -1.731, -0.314)
C (1.768, -7.714, 1.000)
Cl (3.258, -7.642, 0.040)
Cl (1.142, -6.070, 1.242)
Cl (0.559, -8.684, 0.142)
Cl (2.112, -8.451, 2.572)
Li (0.148, -0.876, -3.177)
Cl (-1.093, -1.609, 5.982)
C (-1.157, 3.004, -5.761)
Br (0.017, 3.394, -7.246)
Br (-0.383, 1.680, -4.565)
Br (-1.667, 4.594, -4.797)
H (-2.062, 2.570, -6.172)

The HOMO-LUMO gap is 0.157 Ha. Its molar mass is 951.473 g/mol. The maximum force comes out at 14.2 eV/A.

Record 3
Here is an isolated molecule of C8H7BrN2OS in a non-equilibrium geometry from the OMol25 dataset. Energies are from ωB97M-V with the def2-TZVPD basis set.

CARTESIAN COORDINATES (ANGSTROEM)
C (-0.345, -2.098, -2.345)
C (-1.400, -2.258, -1.456)
C (0.611, -1.051, -2.295)
C (-1.438, -1.408, -0.340)
C (0.629, -0.332, -1.192)
C (-0.358, -0.563, -0.192)
C (-0.425, 0.445, 0.926)
C (0.759, 2.212, 1.826)
N (0.097, -0.171, 2.143)
N (0.793, 0.479, 2.861)
O (0.337, 1.622, 0.715)
S (2.302, 3.000, 1.442)
Br (-0.455, 3.296, 2.977)
H (-0.268, -2.721, -3.287)
H (-2.295, -2.832, -1.541)
H (1.279, -0.711, -3.106)
H (-2.286, -1.408, 0.234)
H (1.357, 0.473, -1.160)
H (-1.508, 0.453, 1.162)
H (2.616, 3.575, 2.630)

The HOMO-LUMO gap is 0.324 Ha. For the energy above the lowest of the compared OMol25 structures with the same formula, charge and spin, the calculation gives 50.8 kJ/mol. Its molar mass is 259.128 g/mol. The maximum force comes out at 3.9 eV/A.

Record 4
Here is an isolated molecule of C8H7ClNOPS in a non-equilibrium geometry from the OMol25 dataset. Energies are from ωB97M-V with the def2-TZVPD basis set.

CARTESIAN COORDINATES (ANGSTROEM)
C (1.400, 1.272, 1.168)
C (0.187, 1.130, 0.479)
C (2.004, 0.049, 1.371)
C (-0.013, -0.181, 0.119)
C (-0.355, 3.251, -0.147)
C (-2.720, -1.845, -1.575)
C (3.269, -0.269, 1.947)
C (-2.217, -3.185, -2.047)
N (-0.711, 2.049, -0.011)
O (3.968, -1.185, 1.693)
P (-1.712, -0.777, -0.678)
S (1.219, -1.269, 0.511)
Cl (3.624, 0.825, 3.374)
H (1.463, 2.316, 1.646)
H (-1.019, 3.890, -0.665)
H (0.700, 3.633, -0.072)
H (-1.248, -3.228, -1.738)
H (-2.931, -3.869, -1.668)
H (-2.275, -2.962, -3.146)
H (-2.634, 0.355, -0.561)

The HOMO-LUMO gap is 0.282 Ha. For the energy above the lowest of the compared OMol25 structures with the same formula, charge and spin, the calculation gives 61.4 kJ/mol. Its molar mass is 231.644 g/mol. The maximum force comes out at 4.1 eV/A. As for the SMILES: C=Nc1cc(C(=O)Cl)sc1[PH]#CC.

Record 5
Here is a structure of composition C8H7HfI2NO2S in a non-equilibrium geometry from the OMol25 dataset. Energies are from ωB97M-V with the def2-TZVPD basis set.

CARTESIAN COORDINATES (ANGSTROEM)
C (-0.957, 1.275, 1.890)
C (-0.099, 2.075, 0.789)
I (0.058, 4.231, 0.951)
C (0.584, 1.396, -0.263)
I (1.753, 2.731, -1.569)
C (0.626, -0.162, -0.566)
N (1.205, -0.215, -1.967)
C (0.257, -0.191, -2.914)
S (-1.084, 0.062, -3.833)
C (-0.692, -1.075, -0.474)
O (-0.332, -2.466, -0.771)
C (1.034, -2.579, -0.240)
O (1.715, -3.616, -0.133)
C (1.626, -1.135, 0.258)
H (-0.347, 0.649, 2.631)
H (-1.501, 2.081, 2.529)
H (-1.830, 0.668, 1.373)
H (-1.678, -0.724, -0.961)
H (-1.002, -1.194, 0.653)
H (2.672, -0.960, -0.171)
H (1.439, -0.959, 1.375)
Hf (-3.447, 0.107, 1.413)

The HOMO-LUMO gap is 0.117 Ha. Its molar mass is 613.514 g/mol. The maximum force comes out at 6.8 eV/A. As for the charge: +4.

Record 6
Here is an isolated molecule of C8H7I in a non-equilibrium geometry from the OMol25 dataset. Energies are from ωB97M-V with the def2-TZVPD basis set.

CARTESIAN COORDINATES (ANGSTROEM)
C (0.793, -2.952, -2.274)
C (0.977, -2.177, -1.351)
C (-0.341, 1.314, 1.593)
C (-1.618, 1.439, 0.760)
C (0.645, 0.430, 1.407)
C (-1.531, 1.758, -0.561)
C (0.494, -0.397, 0.231)
C (1.369, -1.198, -0.409)
I (3.292, -1.438, 0.275)
H (0.910, -3.662, -3.007)
H (-0.356, 1.949, 2.379)
H (-2.554, 1.374, 1.255)
H (1.547, 0.389, 1.904)
H (-2.484, 1.861, -1.024)
H (-0.540, -0.378, -0.170)
H (-0.603, 1.688, -1.007)

The HOMO-LUMO gap is 0.305 Ha. For the energy above the lowest of the compared OMol25 structures with the same formula, charge and spin, the calculation gives 112.5 kJ/mol. Its molar mass is 230.048 g/mol. The maximum force comes out at 4.4 eV/A. As for the SMILES: C#C/C(I)=C/C=C\C=C.